(1)
The following is a quantum chemistry calculation of a cluster of 2 separate species, C4H10OS2 in total in a non-equilibrium geometry, from the Open Molecules 2025 dataset.

Structure (XYZ):
```
17
Properties=species:S:1:pos:R:3:forces:R:3
C 0.325217 -0.915813 1.455176 0.7986 -0.5953 0.6938
C -0.678863 -1.778293 0.745156 0.3005 -0.3845 -0.3608
S -0.504323 -1.341723 -1.025923 -0.9869 -0.3075 -0.4784
C -1.087353 0.390236 -1.100183 0.0382 -0.1856 -0.0096
C -0.267133 1.280796 -0.190853 -1.0707 0.5693 0.3294
S -0.282733 0.748096 1.593796 -0.1069 1.4251 -0.5821
H 1.302106 -0.942793 0.935166 -0.4623 0.0439 0.3237
H 0.480617 -1.295603 2.483306 -0.0584 0.4236 -0.2851
H -1.673253 -1.674283 1.220366 0.3146 0.0663 -0.7189
H -0.389043 -2.845213 0.801096 -0.1230 0.4430 -0.1805
H -0.889333 0.756666 -2.125833 -0.2311 -0.5127 0.2117
H -2.175542 0.476496 -0.916203 0.5705 -0.2059 0.0089
H 0.777017 1.351036 -0.551763 -3.4581 -0.5770 1.3465
H -0.735793 2.275236 -0.320863 0.2071 -0.1903 0.8289
O 2.258486 1.040986 -0.806473 1.5278 0.1514 -1.1069
H 1.714696 0.552986 -1.465563 0.9164 0.2716 0.4208
H 1.825226 1.921186 -0.730403 1.8238 -0.4354 -0.4414
```
Positions in Å, forces in eV/Å.

Properties
**Structure (SMILES)**: C1CSCCS1.O
**Strongest force on any atom**: 3.8 eV/Å
**Relative energy (zero: lowest compared OMol25 entry of this formula, charge and spin)**: 1.9740 eV
**HOMO**: -8.52 eV
**Net charge**: 0

(2)
The following is a quantum chemistry calculation of a cluster of 5 separate species, C20H40N3O8S4 in total in a non-equilibrium geometry, from the Open Molecules 2025 dataset.

Structure (XYZ):
```
75
Properties=species:S:1:pos:R:3:forces:R:3
C 5.603745 -2.047730 -0.306804 -0.1652 0.1148 0.5425
C 4.133395 -2.285122 -0.702682 0.7144 -0.6730 -0.7389
N 3.640925 -1.166366 -1.542483 0.1701 -0.2178 0.0422
N 2.317345 -0.828602 -1.320455 0.1113 -0.0112 -0.1682
C 1.400322 -1.679158 -1.794440 -0.1890 -1.0023 -0.4514
C 0.062966 -1.472084 -1.652278 -0.3417 0.1483 0.1652
C -0.359236 -0.313764 -1.008623 0.0268 0.1964 -0.0046
C -1.841213 -0.089946 -0.848300 -1.4133 -0.6918 -0.2418
O -2.579474 -0.886750 -1.361763 0.2136 -0.1151 -0.0010
O -2.301692 0.955434 -0.150983 1.5235 0.2588 0.2785
C 0.598679 0.561889 -0.538247 -0.8831 0.4225 0.2062
C 1.937512 0.291343 -0.675234 0.4815 0.4256 0.1421
N 2.964746 1.138136 -0.208318 -1.2167 -0.6600 0.2326
C 3.361390 2.163954 -1.203755 1.3309 1.1442 -0.6584
C 4.855586 2.332064 -1.412448 -0.1430 -0.5989 1.4415
O 2.553132 2.813677 -1.782473 -0.5863 -0.4999 0.1014
C 2.750446 1.695811 1.090197 0.7746 0.7924 0.6576
C 2.014112 0.969876 2.198609 -0.6002 -0.3057 -0.6739
O 3.228537 2.777873 1.310087 0.0668 0.0492 -0.1827
H 5.661329 -2.128337 0.780697 0.2740 -0.0172 -0.1897
H 5.983834 -1.057271 -0.588053 -0.2425 -0.0913 -0.0513
H 6.285084 -2.787039 -0.727728 -0.2159 0.0224 0.0270
H 3.494486 -2.497162 0.162383 0.0437 0.4892 -0.0504
H 4.093346 -3.186280 -1.326847 -0.0942 0.1092 0.1923
H 4.247740 -0.359443 -1.521842 -0.2493 0.0902 0.3453
H 1.739789 -2.577583 -2.296411 0.4040 0.2989 0.0375
H -0.630835 -2.204276 -2.045870 -0.0530 0.1904 0.0782
H -2.796043 0.644523 0.632422 -0.5363 -0.2328 0.0731
H 0.246257 1.468600 -0.056175 0.3090 -0.0079 -0.0637
H 5.323164 2.080271 -0.449566 0.0764 0.1115 -0.2492
H 5.106847 3.364344 -1.647633 -0.1729 -0.1820 -0.3280
H 5.250801 1.612485 -2.138235 -0.1781 0.2700 -0.1534
H 0.989115 1.364406 2.230373 0.1835 -0.0263 -0.0498
H 2.462496 1.238495 3.154342 0.1991 -0.1694 -0.2228
H 1.922102 -0.109121 2.043071 0.2141 0.1157 0.1842
C -6.552862 -0.044598 -0.311804 -0.0418 -0.1186 -0.0351
S -5.956984 1.648042 -0.178126 0.0216 -0.0292 -0.0644
O -7.040214 2.452599 0.448032 0.0129 -0.0611 -0.0002
C -5.977821 1.993149 -1.940054 -0.0216 -0.0740 0.0597
H -6.652600 -0.450949 0.693070 0.0260 0.0621 0.0153
H -7.523183 -0.054536 -0.808634 0.0007 0.0771 0.0098
H -5.831588 -0.638459 -0.874395 0.0377 0.0324 0.0236
H -6.984208 1.850619 -2.332880 -0.0169 0.0126 0.0530
H -5.277112 1.332216 -2.449097 0.0299 0.0403 0.0013
H -5.673318 3.024131 -2.092124 0.0080 -0.0115 0.0318
C 7.266068 -5.476317 3.530150 0.1004 0.0566 0.0177
S 5.609636 -5.306319 2.856316 0.0049 -0.1607 0.0440
O 5.707510 -4.408279 1.667762 -0.0638 0.1372 0.0988
C 4.953334 -4.325169 4.213263 0.0108 0.1240 0.0445
H 7.868213 -6.031747 2.814088 -0.0705 -0.0110 -0.0339
H 7.702945 -4.490326 3.689079 -0.0516 0.0206 -0.0302
H 7.219306 -6.026450 4.469783 -0.0372 -0.0222 -0.0220
H 5.541312 -3.414080 4.328376 0.0385 -0.0266 -0.0424
H 4.981383 -4.912075 5.131016 -0.0073 -0.0279 -0.0249
H 3.921898 -4.068146 3.979005 0.0059 -0.0636 -0.0475
C -4.769718 4.951994 -6.541771 -0.0673 0.0628 -0.0691
S -4.160534 4.214666 -5.019355 0.0497 0.0403 -0.0597
O -5.160146 3.198751 -4.590612 0.0282 0.0836 -0.0316
C -4.407978 5.671322 -3.992993 -0.0676 0.0821 0.0368
H -4.742242 4.193063 -7.321044 0.0307 -0.0422 0.0576
H -5.794828 5.294469 -6.400563 0.0028 -0.0366 0.0604
H -4.126542 5.785910 -6.823373 0.0264 -0.0219 0.0194
H -5.457026 5.966682 -4.018739 -0.0093 -0.0582 -0.0283
H -3.776852 6.482361 -4.356462 0.0220 -0.0282 -0.0073
H -4.124324 5.420711 -2.972381 0.0222 -0.0561 -0.0303
C -4.749732 -1.739951 4.070952 -0.0281 -0.1303 -0.0979
S -3.587804 -0.459066 3.594272 -0.1507 0.1841 0.2604
O -3.288160 -0.660750 2.141418 0.2628 0.0574 -0.3157
C -2.190074 -1.109609 4.517428 0.1043 -0.1208 -0.0617
H -5.693871 -1.547088 3.565575 0.0328 0.0749 -0.0079
H -4.367007 -2.716005 3.772461 0.0446 0.0348 -0.0298
H -4.900766 -1.704536 5.149418 0.0145 0.0669 -0.0062
H -1.972829 -2.127079 4.191071 -0.0538 0.0059 -0.0318
H -2.422867 -1.094614 5.581698 -0.0301 0.0415 -0.0134
H -1.329181 -0.471675 4.325635 -0.0571 0.0567 -0.0112
```
Positions in Å, forces in eV/Å.

Properties
**Strongest force on any atom**: 1.9 eV/Å
**HOMO**: -9.96 eV
**Net charge**: +1